{"formula": "C6H12O", "method": "the ωB97M-V functional and the def2-TZVPD basis", "largest_force_ha_per_bohr": 0.0079, "mol_weight_g_mol": 100.161, "smiles": "C[C@H]1CO[C@@H](C)C1", "e_homo_ev": -9.4750, "de_lowest_ev": 0.342, "lumo_ev": 1.12, "species": ["C", "C", "C", "O", "C", "C", "C", "H", "H", "H", "H", "H", "H", "H", "H", "H", "H", "H", "H"], "xyz": [[-2.343950, 0.498394, 0.185424], [-1.073505, -0.309330, 0.419145], [-0.566639, -1.060906, -0.812755], [0.781160, -1.374312, -0.549612], [1.344671, -0.365298, 0.301286], [2.432160, 0.377175, -0.450822], [0.174963, 0.521117, 0.763913], [-3.204823, -0.163301, 0.050541], [-2.255886, 1.129649, -0.706473], [-2.574719, 1.162248, 1.024536], [-1.248092, -1.029795, 1.228931], [-1.091549, -1.998622, -1.017247], [-0.659556, -0.416723, -1.705436], [1.784076, -0.890886, 1.159050], [3.144071, -0.331976, -0.882140], [2.968054, 1.050148, 0.224209], [2.003802, 0.970898, -1.266098], [0.154136, 1.467192, 0.206010], [0.231631, 0.764328, 1.827543]], "atomic_forces_ev_per_a": [[-0.061, 0.031, -0.022], [0.103, 0.067, 0.061], [-0.401, 0.005, -0.065], [0.113, -0.002, 0.070], [0.070, 0.045, 0.074], [0.060, 0.051, -0.024], [-0.160, -0.037, -0.075], [0.065, 0.081, -0.051], [0.040, -0.101, 0.073], [0.096, -0.134, -0.016], [0.047, 0.029, -0.138], [-0.016, 0.119, 0.047], [0.031, -0.057, 0.116], [-0.024, 0.053, -0.106], [-0.055, 0.090, 0.099], [-0.007, -0.005, -0.069], [0.030, -0.085, 0.101], [0.045, -0.141, 0.023], [0.022, -0.009, -0.099]], "mulliken_charge": [-1.539, 0.683, -0.689, -0.402, 0.439, -1.401, -1.022, 0.385, 0.357, 0.358, 0.250, 0.307, 0.299, 0.268, 0.341, 0.360, 0.329, 0.319, 0.358]}

{"formula": "Br2O2S", "method": "the ωB97M-V functional and the def2-TZVPD basis", "largest_force_ha_per_bohr": 0.0192, "mol_weight_g_mol": 223.873, "e_homo_ev": -10.4279, "de_lowest_ev": 0.000, "lumo_ev": -1.65, "species": ["O", "O", "S", "Br", "Br"], "xyz": [[0.159143, -1.073119, -0.196388], [-1.255597, 0.829888, 0.360377], [-0.593602, 0.063164, -0.650133], [4.168266, -0.665998, 0.010887], [2.792259, 1.132136, -0.224791]], "atomic_forces_ev_per_a": [[-0.264, 0.243, -0.485], [-0.095, 0.213, -0.265], [0.296, -0.568, 0.750], [-0.043, -0.035, -0.011], [0.106, 0.147, 0.012]], "mulliken_charge": [-0.338, -0.351, 0.679, 0.010, 0.000]}

{"formula": "C25H57BaN2O8", "method": "the ωB97M-V functional and the def2-TZVPD basis", "largest_force_ha_per_bohr": 0.0464, "mol_weight_g_mol": 651.065, "total_charge": 1, "e_homo_ev": -9.9733, "de_lowest_ev": 0.000, "lumo_ev": -3.99, "species": ["Ba", "O", "C", "O", "O", "H", "C", "C", "O", "H", "H", "H", "H", "H", "H", "C", "C", "O", "H", "H", "H", "H", "H", "H", "C", "C", "O", "H", "H", "H", "H", "H", "H", "C", "C", "C", "C", "C", "C", "N", "O", "C", "C", "C", "H", "H", "H", "H", "H", "H", "H", "H", "H", "H", "H", "H", "H", "H", "H", "H", "H", "H", "H", "C", "C", "C", "C", "C", "C", "N", "O", "C", "C", "C", "H", "H", "H", "H", "H", "H", "H", "H", "H", "H", "H", "H", "H", "H", "H", "H", "H", "H", "H"], "xyz": [[1.225742, -1.366864, -3.921253], [0.285359, -0.379989, 0.418337], [0.368988, -0.988905, -0.757823], [1.311508, -1.781650, -1.055605], [-0.551614, -0.805526, -1.607256], [0.758901, -0.895093, 1.121022], [-2.203050, 0.407923, -6.298987], [-1.940077, 0.981437, -4.927330], [-1.202336, 0.026532, -4.122295], [-2.537158, -0.630730, -6.202688], [-1.307258, 0.354544, -6.924682], [-2.948173, 0.925240, -6.900168], [-2.827845, 1.346586, -4.416269], [-1.273167, 1.838524, -5.067827], [-1.586742, 0.128099, -3.237339], [-5.092765, -1.622174, -0.914537], [-4.233146, -0.410800, -1.255051], [-3.178253, -0.202382, -0.334177], [-5.550194, -1.509015, 0.065182], [-4.441205, -2.498524, -0.912651], [-5.824422, -1.734744, -1.716323], [-4.802314, 0.518241, -1.314865], [-3.838022, -0.589408, -2.270914], [-2.431599, -0.746514, -0.612092], [-1.158785, -4.126398, -2.628154], [-1.423583, -3.731664, -4.082647], [-0.071202, -3.542546, -4.607175], [-0.688040, -5.105909, -2.564811], [-2.043017, -4.023058, -1.996312], [-0.458522, -3.448117, -2.124590], [-1.950317, -2.782490, -4.144105], [-1.911056, -4.593189, -4.529192], [0.085657, -4.212956, -5.280587], [0.568118, -4.525907, 3.214687], [0.222257, -3.163437, 2.609970], [-0.613544, -2.352164, 3.627547], [0.224677, -1.681007, 4.721405], [1.411918, -0.933772, 4.158256], [2.267886, -1.694080, 3.144722], [1.385609, -2.360472, 2.175825], [2.135888, -3.107316, 1.224428], [3.139701, -0.723652, 2.377739], [3.142421, -2.680334, 3.931872], [-0.693598, -3.307411, 1.384024], [1.338893, -5.028352, 2.633237], [-0.336106, -5.133468, 3.136338], [0.832420, -4.414081, 4.262375], [-1.188315, -1.583833, 3.104824], [-1.318199, -3.068237, 4.052679], [0.478365, -2.437519, 5.467408], [-0.420586, -0.945242, 5.205061], [2.086266, -0.474865, 4.885286], [1.021650, -0.023659, 3.675962], [3.883555, -0.278338, 3.048165], [3.827313, -1.206264, 1.675365], [2.631934, 0.058159, 1.810502], [2.575608, -3.299682, 4.622358], [3.733154, -3.347943, 3.299408], [3.910390, -2.150960, 4.502308], [-1.585246, -3.883490, 1.642329], [-0.207715, -3.806544, 0.542354], [-1.056479, -2.342468, 1.027239], [1.842388, -2.683051, 0.410602], [3.403396, 3.714704, 1.195433], [1.885348, 3.996048, 1.015299], [1.706980, 5.499095, 0.847916], [0.255418, 5.776439, 0.457440], [0.031329, 5.186204, -0.939005], [0.261921, 3.663321, -0.967205], [1.523893, 3.378609, -0.258389], [1.832788, 1.994855, -0.253723], [-0.985116, 2.959844, -0.409333], [0.530559, 3.268486, -2.420129], [1.155339, 3.368038, 2.217922], [3.480031, 2.707248, 1.603220], [3.863547, 4.375437, 1.931586], [3.947266, 3.739241, 0.254161], [1.836260, 5.900379, 1.856880], [2.370396, 5.944957, 0.111255], [0.074561, 6.855535, 0.492233], [-0.446300, 5.421876, 1.218068], [0.722887, 5.695281, -1.612171], [-1.002762, 5.417104, -1.205306], [-0.802615, 1.901127, -0.224398], [-1.322417, 3.383443, 0.537341], [-1.808671, 3.148312, -1.100449], [-0.065894, 3.899953, -3.087009], [1.585368, 3.326411, -2.679829], [0.208795, 2.257615, -2.681869], [1.100754, 4.039118, 3.075237], [1.656653, 2.453449, 2.543067], [0.161358, 2.980665, 1.987519], [1.036010, 1.528112, 0.043126]], "atomic_forces_ev_per_a": [[-1.116, 0.383, 1.952], [-0.280, 0.118, -0.319], [-0.664, -0.828, -1.188], [0.847, 0.185, -0.067], [0.140, 0.699, -0.271], [0.347, -0.474, 0.242], [-0.131, -1.044, -0.288], [1.042, 0.722, -0.978], [-0.561, 0.179, 0.018], [-0.200, 0.098, 0.034], [0.139, 0.193, 0.209], [-0.053, 0.262, 0.293], [-0.099, -0.373, 0.106], [-0.212, 0.170, 0.243], [0.630, -0.440, 0.340], [0.448, 0.452, -0.269], [0.179, -0.219, -0.263], [-0.127, -0.013, -0.090], [-0.171, -0.082, -0.061], [-0.133, -0.110, 0.096], [-0.254, -0.160, 0.256], [-0.144, -0.086, 0.180], [0.112, 0.156, 0.038], [0.206, 0.175, 0.064], [-0.089, 0.734, 0.573], [0.952, -0.517, 2.127], [-0.079, -0.015, -1.120], [-0.378, -0.174, 0.001], [-0.172, -0.520, -0.185], [0.025, 0.194, -0.348], [-0.198, -0.154, -0.340], [-0.147, 0.432, -0.678], [0.095, 0.056, -0.037], [-0.382, 0.111, -0.523], [-0.493, 0.544, 0.020], [0.669, 0.152, -0.152], [-0.465, -0.352, 0.241], [-0.108, 1.075, -0.775], [0.241, -0.760, 0.485], [-0.811, 0.783, -0.457], [0.047, -0.103, 0.747], [1.533, 0.113, -0.180], [0.792, -0.237, -0.119], [-0.070, -0.419, -0.287], [0.181, 0.047, 0.189], [0.071, -0.109, 0.239], [0.170, -0.251, -0.007], [0.017, -0.018, -0.090], [-0.134, 0.189, 0.128], [0.279, 0.154, 0.073], [0.044, -0.144, 0.280], [-0.054, -0.510, 0.373], [-0.154, -0.217, -0.311], [-0.489, 0.366, 0.239], [-0.473, -0.408, -0.131], [-0.260, 0.022, 0.264], [-0.065, 0.091, 0.028], [-0.340, -0.009, -0.273], [-0.270, 0.200, 0.142], [0.081, -0.062, 0.075], [0.078, -0.128, 0.124], [0.102, 0.073, 0.158], [0.334, -0.008, -0.666], [-0.432, -0.529, 0.459], [1.229, -0.555, -0.357], [-1.704, -0.329, 1.253], [0.371, 0.517, -0.122], [-0.264, 0.351, 1.090], [0.457, 0.232, 0.243], [0.275, 0.360, -0.459], [-0.416, -0.012, -0.279], [0.153, 0.347, 0.145], [-0.706, -0.381, -0.743], [-0.283, -0.322, 0.099], [0.340, -0.059, -0.151], [-0.105, 0.188, -0.093], [-0.066, 0.252, -0.051], [0.537, 0.354, -0.228], [0.289, -0.139, 0.130], [0.065, 0.014, -0.468], [0.104, -0.496, -0.130], [-0.092, -0.084, -0.190], [0.083, -0.211, -0.510], [-0.398, -0.128, -0.338], [0.189, 0.117, 0.014], [-0.016, -0.512, -0.120], [0.184, 0.134, 0.002], [0.020, 0.347, 0.137], [-0.053, -0.320, 0.353], [-0.051, 0.019, -0.012], [0.336, 0.193, 0.041], [-0.189, 0.560, -0.079], [0.117, -0.090, 0.262]], "mulliken_charge": [1.801, -0.331, 0.595, -1.097, 0.005, -0.224, -1.158, -0.220, -0.111, 0.264, 0.293, 0.376, 0.454, 0.188, -0.084, -1.057, 0.106, -0.463, 0.292, 0.179, 0.386, 0.409, -0.089, -0.086, -0.454, -0.231, -0.491, 0.425, 0.265, 0.040, 0.076, 0.437, 0.220, -1.787, 1.748, -1.368, -0.942, -0.798, 1.757, 1.636, -0.747, -2.089, -1.688, -2.105, 0.311, 0.497, 0.366, 0.336, 0.422, 0.413, 0.486, 0.510, -0.184, 0.517, 0.426, 0.226, 0.317, 0.348, 0.441, 0.560, 0.402, 0.121, 0.208, -1.609, 1.562, -1.265, -0.640, -1.340, 2.066, 0.107, -0.330, -1.890, -1.476, -1.348, 0.162, 0.403, 0.393, 0.509, 0.290, 0.393, 0.340, 0.396, 0.469, 0.322, 0.277, 0.499, 0.448, 0.443, -0.065, 0.364, 0.186, 0.271, 0.006]}